{
  "formula": "C16H18IN2O2STb",
  "method": "ωB97M-V with the def2-TZVPD basis set",
  "species": ["Tb", "C", "C", "N", "C", "C", "C", "O", "C", "C", "N", "C", "C", "C", "C", "C", "C", "I", "C", "O", "H", "H", "H", "H", "H", "H", "H", "H", "H", "H", "H", "H", "C", "S", "C", "H", "H", "H", "H", "H", "H"],
  "xyz": [[9.29992, 8.13290, 9.48661], [8.88832, 11.82856, 7.04213], [10.01735, 10.89630, 6.81639], [10.60100, 10.83676, 5.62812], [11.65332, 10.05392, 5.45975], [12.27110, 9.31634, 6.46182], [13.50083, 8.48525, 6.20155], [14.49478, 8.54477, 7.22064], [11.62042, 9.32969, 7.70848], [12.20896, 8.56896, 8.79898], [11.60341, 7.67997, 9.52636], [12.40320, 6.84761, 10.35877], [13.58935, 6.26189, 9.93292], [14.24564, 5.29222, 10.72462], [13.71123, 4.93345, 11.94764], [12.51179, 5.53474, 12.42239], [11.88282, 6.45419, 11.61828], [10.12260, 7.37627, 12.37337], [10.42272, 10.07225, 7.88047], [9.67562, 10.04099, 9.00195], [8.89444, 12.59471, 6.25973], [9.06829, 12.36002, 7.99138], [7.94278, 11.28490, 7.10158], [12.06275, 9.98558, 4.44952], [13.91676, 8.78254, 5.23816], [13.21925, 7.41424, 6.13919], [15.12519, 9.26367, 7.10759], [13.30981, 8.69432, 9.00798], [14.00942, 6.61278, 9.02574], [15.17872, 4.87314, 10.43194], [14.20543, 4.16618, 12.53985], [12.13563, 5.24496, 13.37866], [5.18899, 8.37093, 9.50396], [6.70038, 7.30227, 9.27448], [5.97440, 5.62484, 9.43056], [4.41436, 7.97949, 8.83856], [5.34588, 9.40907, 9.19726], [4.91036, 8.35920, 10.57537], [5.26625, 5.62514, 10.25541], [6.76741, 4.90514, 9.62503], [5.49240, 5.46977, 8.48687]],
  "lumo_ev": [-7.5, -7.0],
  "total_charge": 2,
  "orbital_gap_ev": [7.27, 7.73],
  "total_energy_ev": -65315.36576,
  "homo_energy_ev": [-14.732, -14.757],
  "multiplicity": 7,
  "largest_force_ev_per_a": 2.238
}



{
  "formula": "C16H18N2O3S2",
  "method": "ωB97M-V with the def2-TZVPD basis set",
  "species": ["O", "C", "N", "C", "C", "C", "C", "C", "C", "H", "H", "S", "O", "O", "N", "C", "H", "H", "C", "H", "H", "C", "H", "H", "C", "H", "H", "H", "H", "H", "C", "C", "C", "C", "C", "S", "H", "H", "H", "H", "H"],
  "xyz": [[1.31519, 0.22674, 3.09793], [0.16869, 0.51566, 3.32988], [-0.85907, 0.41061, 2.43280], [-0.82484, -0.03755, 1.11158], [0.33501, -0.52687, 0.50976], [0.29456, -0.95804, -0.80276], [-0.88899, -0.90182, -1.51335], [-2.04523, -0.42134, -0.92939], [-2.01498, 0.01012, 0.38241], [-2.91567, 0.38437, 0.84841], [-2.95279, -0.39824, -1.51180], [-0.89925, -1.45837, -3.21171], [-2.21922, -1.25746, -3.74926], [-0.33729, -2.77466, -3.28526], [0.23228, -0.38645, -3.85815], [0.93534, -0.86609, -5.03883], [1.98767, -0.58190, -4.94678], [0.86659, -1.95294, -5.05476], [0.27960, -0.19199, -6.26275], [-0.14364, -0.92772, -6.94309], [1.01775, 0.39573, -6.80840], [-0.80742, 0.71281, -5.66804], [-1.76999, 0.20257, -5.67286], [-0.90017, 1.66148, -6.19283], [-0.35912, 0.88825, -4.21520], [0.40880, 1.66255, -4.12346], [-1.18047, 1.10829, -3.53487], [1.17409, -1.34685, -1.28915], [1.25116, -0.56576, 1.07452], [-1.77397, 0.70507, 2.74698], [-0.29873, 1.08520, 4.67475], [0.62113, 0.67713, 5.77391], [1.89199, 1.09698, 6.00885], [2.48924, 0.45209, 7.11594], [1.66551, -0.45010, 7.70293], [0.14084, -0.53758, 6.91402], [1.85134, -1.07556, 8.55311], [3.48863, 0.65491, 7.45655], [2.38819, 1.83712, 5.40819], [-0.29826, 2.17566, 4.57486], [-1.31451, 0.75396, 4.89530]],
  "lumo_ev": 0.4,
  "orbital_gap_ev": 9.24,
  "total_energy_ev": -47677.23682,
  "homo_energy_ev": -8.889,
  "multiplicity": 1,
  "largest_force_ev_per_a": 1.161
}



{
  "formula": "C16H18N2O3S2",
  "method": "ωB97M-V with the def2-TZVPD basis set",
  "species": ["C", "H", "C", "H", "C", "N", "C", "O", "C", "H", "H", "S", "C", "C", "N", "O", "O", "S", "C", "C", "H", "H", "H", "H", "C", "C", "C", "C", "C", "C", "C", "H", "H", "H", "H", "H", "H", "H", "H", "H", "H"],
  "xyz": [[3.74290, -1.70328, -0.32529], [4.28013, -2.44720, -0.90807], [2.31767, -2.16975, -0.05356], [2.34397, -3.11998, 0.48154], [1.53805, -1.15745, 0.78882], [1.42116, 0.09257, 0.06805], [1.79253, 1.27763, 0.57265], [2.28481, 1.43470, 1.67132], [1.55328, 2.45244, -0.36942], [2.15470, 2.33349, -1.27108], [1.82347, 3.38696, 0.11917], [-0.17162, 2.54102, -0.97937], [-1.02195, 2.84372, 0.49563], [-2.40732, 2.94704, 0.47746], [-3.18429, 2.80456, -0.65452], [-4.39485, 2.89964, -0.56279], [-2.57261, 2.57738, -1.69897], [-3.09549, 3.25291, 2.03649], [-1.51926, 3.24009, 2.70991], [-0.52440, 3.01881, 1.80762], [0.51242, 2.96572, 2.08218], [-1.39916, 3.39950, 3.76377], [0.96053, 0.05395, -0.83017], [2.10119, -0.92718, 1.69969], [0.14023, -1.67865, 1.18984], [-0.75531, -1.85643, -0.00323], [-0.81701, -3.06475, -0.68612], [-1.60016, -3.19255, -1.82012], [-2.32588, -2.11194, -2.29238], [-2.28351, -0.90642, -1.61302], [-1.50973, -0.78754, -0.47263], [-1.49343, 0.14672, 0.06988], [-2.84315, -0.05750, -1.97481], [-2.92853, -2.21053, -3.18254], [-1.64100, -4.13927, -2.33888], [-0.25335, -3.91271, -0.32397], [0.26596, -2.62579, 1.71572], [-0.30514, -0.95877, 1.88019], [1.79398, -2.32884, -0.99893], [3.74407, -0.76737, -0.87922], [4.27608, -1.54498, 0.60918]],
  "lumo_ev": -0.8,
  "orbital_gap_ev": 7.99,
  "total_energy_ev": -47675.27644,
  "homo_energy_ev": -8.823,
  "multiplicity": 1,
  "largest_force_ev_per_a": 1.736
}



{
  "formula": "C16H18N2O5S",
  "method": "ωB97M-V with the def2-TZVPD basis set",
  "species": ["C", "N", "C", "O", "C", "O", "C", "C", "C", "C", "C", "C", "H", "H", "S", "O", "O", "N", "C", "C", "C", "C", "C", "C", "H", "H", "O", "C", "H", "H", "H", "H", "H", "H", "H", "H", "H", "H", "H", "H", "H", "H"],
  "xyz": [[-5.95326, -0.94177, -0.43614], [-4.91764, 0.05484, -0.54900], [-4.54138, 0.83638, 0.47631], [-5.03944, 0.81572, 1.58071], [-3.40553, 1.80716, 0.11856], [-2.54298, 1.33530, -0.89509], [-1.72518, 0.28329, -0.61915], [-1.73071, -0.43224, 0.57686], [-0.85379, -1.49088, 0.73978], [0.00927, -1.83748, -0.27903], [0.01906, -1.14013, -1.47304], [-0.84686, -0.08103, -1.64419], [-0.86492, 0.48535, -2.56151], [0.69512, -1.44607, -2.25393], [1.18124, -3.15650, 0.00324], [1.75966, -3.55262, -1.24238], [0.60131, -4.15506, 0.85017], [2.34763, -2.41006, 0.95549], [2.85807, -1.15897, 0.59743], [3.01375, -0.15045, 1.53804], [3.52958, 1.08407, 1.17818], [3.88359, 1.33232, -0.14197], [3.72533, 0.31613, -1.08689], [3.22579, -0.91447, -0.72425], [3.12237, -1.70604, -1.44757], [4.01369, 0.51760, -2.10606], [4.38725, 2.50978, -0.61069], [4.59895, 3.55952, 0.30114], [3.66211, 3.88671, 0.76420], [5.31138, 3.27642, 1.08276], [5.01484, 4.37823, -0.28399], [3.64372, 1.83969, 1.93913], [2.74020, -0.33149, 2.56786], [2.13804, -2.52106, 1.93565], [-0.84940, -2.06914, 1.65026], [-2.41205, -0.18320, 1.37443], [-2.85746, 2.06334, 1.03198], [-3.84989, 2.72188, -0.28569], [-4.43884, 0.14699, -1.43226], [-6.75555, -0.74284, -1.14813], [-5.54927, -1.93908, -0.61847], [-6.34784, -0.89012, 0.57724]],
  "lumo_ev": 0.5,
  "orbital_gap_ev": 8.75,
  "total_energy_ev": -40936.52826,
  "homo_energy_ev": -8.218,
  "multiplicity": 1,
  "largest_force_ev_per_a": 1.032
}



{
  "formula": "C16H18N2O6S",
  "method": "ωB97M-V with the def2-TZVPD basis set",
  "species": ["C", "C", "H", "H", "O", "C", "O", "C", "C", "C", "C", "N", "C", "H", "H", "H", "H", "S", "O", "O", "N", "H", "C", "C", "C", "C", "C", "C", "C", "H", "O", "C", "O", "H", "H", "H", "H", "H", "H", "H", "H", "H", "H"],
  "xyz": [[3.41072, 0.43276, -2.39596], [2.93595, 1.77427, -1.85765], [3.58706, 2.11835, -1.04781], [2.90555, 2.52534, -2.65160], [1.59885, 1.67303, -1.36340], [1.42275, 1.67175, -0.03836], [2.32208, 1.78411, 0.76772], [0.01046, 1.51051, 0.29522], [-1.04094, 1.23976, -0.56857], [-2.18492, 1.10506, 0.21997], [-1.80454, 1.30562, 1.53035], [-0.48587, 1.55428, 1.57301], [0.26155, 1.77850, 2.78090], [0.68722, 0.83819, 3.13903], [1.07670, 2.47368, 2.59107], [-0.40237, 2.18336, 3.54267], [-2.42121, 1.28671, 2.40630], [-3.82603, 0.64839, -0.27573], [-4.32105, 1.58451, -1.23795], [-4.57366, 0.40103, 0.92027], [-3.67216, -0.80052, -1.08072], [-3.25780, -0.67062, -1.98997], [-3.15638, -1.92361, -0.32563], [-1.65238, -1.90618, -0.20447], [-0.87564, -2.03134, -1.34721], [0.51279, -1.93392, -1.31527], [1.09112, -1.70212, -0.09226], [0.32044, -1.58931, 1.06574], [-1.04772, -1.69583, 1.03814], [-1.63409, -1.60831, 1.93731], [1.14207, -1.34933, 2.13487], [2.45631, -1.29988, 1.61280], [2.41214, -1.54226, 0.22177], [2.88860, -0.30402, 1.79557], [3.07419, -2.07022, 2.09934], [1.10891, -2.03160, -2.20633], [-1.36056, -2.21069, -2.29533], [-3.49120, -2.84379, -0.81586], [-3.62904, -1.85270, 0.65483], [-0.97143, 1.15477, -1.63302], [3.40370, -0.31290, -1.60468], [4.42195, 0.53390, -2.77964], [2.75789, 0.10129, -3.19946]],
  "lumo_ev": 0.7,
  "orbital_gap_ev": 9.01,
  "total_energy_ev": -42984.01111,
  "homo_energy_ev": -8.358,
  "multiplicity": 1,
  "largest_force_ev_per_a": 1.405
}